C36H40IN8O3PS2Zr | the ωB97M-V functional and the def2-TZVPD basis

The expectation value of S² is 0.758. The value obtained for the relative energy (zero: lowest compared OMol25 entry of this formula, charge and spin) is 0.0 kcal/mol. The net charge is +1. Its spin multiplicity is 2. As for the orbital gap (alpha / beta): 5.59 / 7.51 eV. The largest force on an atom comes out at 0.71 eV Å⁻¹.

Last column: Löwdin charge in e.
Atoms and positions in Å:
1 Zr -0.11 0.01 -0.10  1.167
2 C 4.21 -4.08 1.13  -0.073
3 C 3.65 -2.79 1.68  -0.281
4 O 2.21 -2.84 1.88  -0.330
5 P 1.19 -2.92 0.67  -0.089
6 S -0.57 -2.21 1.34  0.280
7 S 1.77 -1.87 -0.91  0.374
8 O 1.13 -4.48 0.43  -0.314
9 C 0.29 -5.04 -0.60  -0.299
10 C 0.72 -6.47 -0.83  -0.062
11 H 5.30 -4.03 1.15  0.086
12 H 3.89 -4.25 0.11  0.068
13 H 3.89 -4.93 1.74  0.088
14 H 3.87 -1.95 1.02  0.087
15 H 4.04 -2.57 2.67  0.120
16 H 0.40 -4.44 -1.51  0.086
17 H -0.75 -4.98 -0.26  0.107
18 H 1.75 -6.52 -1.16  0.083
19 H 0.09 -6.93 -1.59  0.082
20 H 0.62 -7.05 0.09  0.084
21 C 1.57 0.26 2.85  -0.187
22 N 1.55 0.53 1.41  -0.144
23 C 2.60 1.09 0.89  -0.118
24 C 2.59 1.45 -0.47  -0.357
25 C 3.60 1.97 -1.28  -0.032
26 C 3.04 2.10 -2.56  -0.080
27 C 1.73 1.65 -2.46  -0.199
28 N 1.43 1.26 -1.20  -0.149
29 C 1.73 1.51 3.70  -0.209
30 C 1.39 2.77 3.22  -0.065
31 C 1.54 3.89 4.01  -0.091
32 C 2.01 3.78 5.31  -0.094
33 C 2.34 2.52 5.81  -0.078
34 C 2.20 1.40 5.01  -0.038
35 H 2.36 -0.46 3.08  0.115
36 H 0.64 -0.23 3.10  0.075
37 H 3.49 1.31 1.49  0.153
38 H 4.61 2.21 -0.97  0.108
39 H 3.52 2.47 -3.45  0.096
40 H 0.99 1.63 -3.25  0.082
41 H 1.03 2.87 2.20  0.106
42 H 1.30 4.87 3.61  0.108
43 H 2.14 4.66 5.93  0.107
44 H 2.71 2.42 6.82  0.108
45 H 2.48 0.42 5.39  0.117
46 N -1.19 0.90 1.73  0.030
47 C -1.66 1.37 2.68  -0.226
48 N -2.14 1.86 3.78  -0.058
49 C -2.11 3.30 4.08  -0.086
50 C -1.83 3.46 5.57  -0.174
51 O -2.77 2.74 6.34  -0.112
52 C -2.65 1.35 6.10  -0.179
53 C -3.00 1.03 4.65  -0.085
54 H -3.08 3.74 3.83  0.136
55 H -1.33 3.76 3.48  0.118
56 H -1.91 4.51 5.86  0.137
57 H -0.81 3.11 5.79  0.118
58 H -3.35 0.85 6.77  0.135
59 H -1.63 1.01 6.32  0.133
60 H -4.05 1.27 4.45  0.136
61 H -2.81 -0.02 4.42  0.137
62 I -3.83 -0.30 -0.02  1.008
63 C -3.06 1.39 -0.98  -0.750
64 C -3.96 2.27 -1.56  -0.127
65 C -3.48 3.42 -2.15  -0.037
66 C -2.11 3.66 -2.12  -0.033
67 C -1.29 2.73 -1.52  -0.120
68 N -1.74 1.59 -0.97  -0.109
69 H -5.02 2.04 -1.54  0.096
70 H -4.16 4.12 -2.61  0.121
71 H -1.68 4.56 -2.54  0.117
72 H -0.22 2.89 -1.47  0.094
73 N -1.05 -1.06 -10.89  0.177
74 C -1.09 -1.15 -9.75  -0.174
75 C -1.14 -1.27 -8.32  -0.221
76 C -0.82 -0.18 -7.52  -0.005
77 C -0.87 -0.29 -6.14  0.004
78 C -1.25 -1.49 -5.55  -0.158
79 C -1.58 -2.58 -6.35  0.006
80 C -1.52 -2.47 -7.73  -0.002
81 N -1.31 -1.61 -4.14  0.013
82 C -1.72 -2.70 -3.41  -0.012
83 C -1.61 -2.37 -2.10  -0.180
84 N -1.14 -1.08 -2.00  -0.104
85 C -0.97 -0.65 -3.23  -0.130
86 H -0.52 0.75 -7.98  0.129
87 H -0.61 0.57 -5.54  0.105
88 H -1.87 -3.52 -5.92  0.108
89 H -1.78 -3.32 -8.35  0.130
90 H -2.07 -3.61 -3.87  0.120
91 H -1.83 -2.95 -1.22  0.070
92 H -0.60 0.32 -3.51  0.104